Record 1
Below is C43H42P2Pb as an isolated structure, with properties calculated with wB97M-V/def2-TZVPD.

CARTESIAN COORDINATES (ANGSTROEM)
Pb  1.532444  4.094939  0.436571
C  5.828866  1.368638  0.002751
C  5.053598  0.411411  -0.530236
C  4.539772  -0.882327  0.057961
C  3.282420  -0.715139  0.922113
C  3.457988  -0.036189  2.252773
C  4.560019  0.552102  2.731977
C  5.994829  0.312638  2.352820
C  6.414676  1.432456  1.379319
C  1.681740  3.728455  2.643708
H  6.190483  2.187938  -0.640082
H  4.770365  0.519640  -1.590925
H  5.312341  -1.452173  0.585988
H  4.238567  -1.504566  -0.804004
H  2.523318  -0.162186  0.336835
H  2.832544  -1.705318  1.098404
H  2.519392  0.082143  2.818198
H  4.446254  1.280656  3.544419
H  6.205485  -0.679322  1.934711
H  6.613240  0.423791  3.264680
H  6.145753  2.374057  1.886714
H  7.511815  1.456100  1.250532
H  1.938481  4.749916  2.959923
H  2.518737  3.068832  2.895209
H  0.713290  3.394200  3.043949
P  -3.692327  -1.260518  -2.765687
P  -4.722224  -1.686221  0.113425
C  -3.439612  -2.875014  -1.997006
C  -4.089578  -3.108186  -0.825577
C  -4.359460  -1.772616  -4.419924
C  -4.152601  -3.044211  -4.974171
C  -4.602400  -3.320855  -6.271885
C  -5.320000  -2.361912  -6.989725
C  -5.609481  -1.124704  -6.400884
C  -5.146255  -0.834233  -5.118013
C  -1.934239  -0.844337  -3.062711
C  -1.165248  -0.541386  -1.921981
C  0.199363  -0.286362  -2.049030
C  0.800763  -0.340477  -3.318418
C  0.029970  -0.622033  -4.456316
C  -1.344473  -0.855139  -4.331549
C  -6.252116  -2.547006  0.701040
C  -7.210692  -2.865695  -0.280892
C  -8.272044  -3.715388  0.029686
C  -8.408911  -4.234126  1.325090
C  -7.504480  -3.842109  2.318136
C  -6.446976  -2.976220  2.018224
C  -3.656383  -1.762388  1.593828
C  -3.731465  -0.688102  2.502528
C  -3.109236  -0.787505  3.747746
C  -2.372324  -1.938484  4.074400
C  -2.210206  -2.955798  3.126313
C  -2.812037  -2.844997  1.866687
H  -2.739608  -3.577332  -2.473401
H  -4.291763  -4.106413  -0.413763
H  -3.642331  -3.818845  -4.402083
H  -4.390872  -4.293138  -6.719533
H  -5.661437  -2.573779  -8.003131
H  -6.195076  -0.382516  -6.940701
H  -5.379033  0.120980  -4.643914
H  -1.642846  -0.527483  -0.940662
H  0.794439  -0.054845  -1.159133
H  1.876190  -0.159884  -3.410988
H  0.505903  -0.664853  -5.441214
H  -1.943451  -1.063906  -5.218240
H  -7.100231  -2.481847  -1.296519
H  -8.989205  -3.993871  -0.745218
H  -9.227330  -4.924273  1.557864
H  -7.614434  -4.226751  3.332629
H  -5.760354  -2.674950  2.809369
H  -4.294113  0.206036  2.231742
H  -3.201986  0.029174  4.467410
H  -1.914500  -2.028159  5.064771
H  -1.612422  -3.840279  3.368763
H  -2.635550  -3.613420  1.115535
C  3.454449  5.265664  0.898704
C  4.501137  5.738539  1.380977
C  5.811000  6.061723  1.867428
C  6.790692  5.045713  1.775551
C  8.070640  5.216586  2.301450
C  8.441834  6.463067  2.825299
C  7.509054  7.516169  2.879395
C  6.191998  7.319784  2.414327
H  6.504300  4.133716  1.240666
H  8.775920  4.378819  2.292705
H  9.457466  6.629343  3.186025
H  7.814362  8.491216  3.282898
H  5.445411  8.125350  2.447348

Atomic forces in eV per Å
0.0 -0.2 -0.4
-0.2 -0.1 -0.3
0.4 0.5 -0.5
-0.3 -0.3 -0.4
0.1 -0.8 0.4
-0.2 0.8 -0.1
-0.4 -0.6 0.5
0.5 0.7 -0.3
0.5 -0.3 0.3
0.0 0.4 0.2
-0.5 -0.4 0.1
0.2 0.2 0.5
-0.3 0.2 -0.2
0.2 0.1 0.4
0.2 0.0 0.3
0.1 0.1 -0.1
0.4 0.3 -0.4
-0.1 -0.6 0.1
-0.1 0.5 0.3
-0.3 -0.2 -0.4
0.1 -0.2 -0.3
-0.2 0.0 0.2
-0.3 -0.4 0.4
-0.3 0.0 0.0
0.5 0.1 -0.1
0.9 -0.8 -0.7
-0.6 -1.7 0.3
-0.5 -0.3 1.7
0.6 0.1 -1.6
-0.7 0.5 0.2
0.1 0.1 -0.2
0.0 0.1 0.2
0.1 0.2 0.3
0.1 -0.1 0.1
0.4 -0.2 0.0
-0.1 0.4 0.1
0.1 -0.1 -0.3
-0.1 -0.1 -0.3
-0.3 0.0 0.1
0.1 0.0 0.3
0.3 0.1 0.1
-0.4 0.7 -0.2
0.1 -0.3 0.2
0.0 0.0 0.0
0.2 0.3 -0.1
0.0 0.0 -0.2
-0.1 -0.2 0.1
0.5 0.9 0.0
0.0 -0.4 0.1
0.1 -0.2 -0.1
-0.2 0.1 -0.2
0.0 0.2 -0.1
0.0 -0.1 0.3
-0.6 0.0 0.1
0.5 0.3 -0.1
0.0 0.2 -0.3
-0.1 0.3 0.2
0.1 0.0 0.3
0.1 -0.2 0.1
0.1 -0.2 -0.2
0.1 0.0 -0.2
-0.2 -0.1 -0.4
-0.4 -0.1 0.0
-0.2 0.0 0.4
0.1 0.0 0.2
0.0 -0.1 0.2
0.2 0.1 0.2
0.4 0.3 -0.1
0.0 0.2 -0.3
-0.1 -0.1 -0.2
0.0 -0.2 0.2
0.0 -0.3 -0.2
-0.2 0.0 -0.4
-0.2 0.4 -0.1
-0.1 0.1 0.3
0.4 0.3 0.2
1.7 0.3 0.4
-1.2 0.1 -0.5
0.9 -0.7 -0.1
-0.6 -0.3 -0.4
-0.3 0.0 0.0
-1.2 0.1 -0.4
0.7 0.7 0.5
0.3 0.4 0.4
-0.2 0.4 -0.1
-0.3 -0.1 -0.1
-0.3 -0.5 -0.2
0.5 -0.4 0.1

Calculated values
- net charge = +2
- molar mass (g/mol) = 827.96
- 2S+1 = 1
- frontier orbital gap (alpha / beta) (eV) = 4.43 / 5.08
- E_LUMO (alpha / beta) (eV) = -8.37 / -7.73

Record 2
Below is an isolated molecule of C4H2O, with properties calculated with wB97M-V/def2-TZVPD.

CARTESIAN COORDINATES (ANGSTROEM)
C  -1.370029  -0.006222  0.189435
C  -2.281109  0.516732  0.894868
C  1.021415  0.303747  -0.084338
C  -0.172315  -0.434333  -0.146002
O  1.779142  0.330750  0.845478
H  1.172232  0.691468  -1.136919
H  -0.149339  -1.402145  -0.562525

Atomic forces in eV per Å
0.7 0.4 0.1
-1.0 0.3 0.4
2.2 0.7 -0.7
-3.1 -1.1 0.6
-0.1 0.5 -0.4
0.8 0.5 0.7
0.6 -1.3 -0.6

Calculated values
- molar mass (g/mol) = 66.06
- 2S+1 = 1
- frontier orbital gap (eV) = 8.33
- energy relative to the best compared isomer or geometry (same formula, charge and spin) (kcal/mol) = 74.1
- E_LUMO (eV) = -2.06

Record 3
Below is C19H15BrFeN2O2S as an isolated structure, with properties calculated with wB97M-V/def2-TZVPD.

CARTESIAN COORDINATES (ANGSTROEM)
Fe  0.326004  -0.032541  -0.348074
C  1.111046  0.617115  -2.363057
C  -0.223706  0.995103  -2.147521
C  -0.209372  2.086102  -1.242889
C  1.138299  2.546240  -1.126924
C  1.939763  1.639763  -1.770925
H  1.474459  -0.167183  -3.008907
H  -1.111903  0.522062  -2.527130
H  -1.084812  2.582905  -0.855535
H  1.462907  3.382271  -0.527960
H  3.018442  1.649721  -1.814844
S  -2.170748  1.364406  2.974307
C  -3.242715  0.651671  1.846745
C  -2.592718  0.139024  0.762175
C  -1.174923  0.312828  0.832495
C  -0.830861  0.977011  1.972950
C  0.557986  1.339928  2.184317
C  1.078481  1.917394  3.338069
C  2.438827  2.140707  3.415269
C  3.248215  1.777950  2.346325
C  2.649368  1.232109  1.227803
N  1.337732  1.034808  1.132578
H  -4.302659  0.645387  2.047850
H  -3.112225  -0.347187  -0.052678
H  0.422448  2.166486  4.161132
H  2.868350  2.580994  4.305987
H  4.319522  1.913278  2.375977
H  3.227890  0.928919  0.367024
O  1.679918  -1.321796  -0.200596
O  0.925678  -1.449466  0.907105
Br  -2.528723  -5.674483  -2.547172
C  -1.803404  -4.034165  -1.983618
C  -1.856544  -3.672798  -0.653267
C  -1.306688  -2.457327  -0.284557
N  -0.735596  -1.614652  -1.153054
C  -0.701824  -1.987831  -2.438801
C  -1.218223  -3.182940  -2.901417
H  -2.311277  -4.313114  0.087266
H  -1.318430  -2.138720  0.743544
H  -0.231641  -1.311424  -3.131380
H  -1.156344  -3.438557  -3.948613

Atomic forces in eV per Å
0.0 -0.8 0.3
0.2 0.1 0.2
-0.2 0.1 0.4
-0.1 -0.1 -0.2
0.2 0.1 -0.2
0.0 0.2 -0.2
0.0 0.0 0.0
-0.1 0.1 0.0
0.0 0.0 0.0
0.0 0.0 0.0
0.0 0.0 0.0
-0.1 0.0 0.0
0.0 0.0 0.0
0.1 0.0 0.1
-0.3 0.2 -0.1
0.3 0.1 0.0
-0.1 -0.1 0.0
0.1 0.0 0.0
0.0 0.0 0.0
-0.1 0.0 0.0
0.0 -0.1 -0.1
0.1 0.1 0.1
0.0 0.0 0.0
0.0 0.0 0.0
0.0 0.0 0.0
0.0 0.0 0.0
0.0 0.0 0.0
0.0 0.0 0.0
0.3 -0.2 -0.2
-0.3 0.5 -0.2
0.0 -0.1 0.0
0.0 0.0 0.0
0.0 0.0 0.0
0.0 0.0 0.0
-0.1 -0.2 -0.4
0.0 -0.1 0.2
0.0 0.1 0.0
0.0 0.0 0.0
0.0 0.0 0.0
0.0 0.0 -0.1
0.0 0.0 0.0

Calculated values
- molar mass (g/mol) = 471.16
- 2S+1 = 1
- frontier orbital gap (alpha / beta) (eV) = 8.05 / 7.37
- energy relative to the best compared isomer or geometry (same formula, charge and spin) (kcal/mol) = 58.4
- E_LUMO (alpha / beta) (eV) = 0.19 / -0.28

Which value of molar mass does entry 2 give? 66.06 g/mol

Which of these has the lowest molar mass? C4H2O